Record 1
This record from OMol25 describes a cluster of 11 separate species, C59H66F10O34 in total. The level of theory is ωB97M-V with the def2-TZVPD basis set.

Each line ends with the Mulliken charge.
CARTESIAN COORDINATES (ANGSTROEM)
C -1.494 2.209 3.881  -1.098
C -0.307 1.466 4.544  -0.562
C 0.474 0.663 3.481  -0.824
C 1.469 -0.356 4.056  0.616
O 0.892 -1.639 4.373  -0.749
C 0.413 -2.247 3.235  -0.331
C 1.340 -2.924 2.435  0.278
C 2.796 -2.984 2.863  -1.569
C 3.836 -2.359 1.867  1.195
C 4.566 -1.114 2.415  -1.708
C 4.945 -3.395 1.475  -1.089
C 0.867 -3.510 1.268  1.265
C 1.797 -4.269 0.332  -0.709
C 1.799 -5.838 0.489  0.070
C 1.194 -6.228 1.847  -1.164
O 3.179 -6.280 0.497  -0.690
C -0.462 -3.399 0.915  0.421
C -1.382 -2.714 1.723  0.781
C -0.922 -2.152 2.893  -0.413
C -1.822 -1.363 3.843  0.299
C -2.908 -2.185 4.573  -1.279
C -4.241 -1.464 4.734  0.660
C -4.746 -0.579 3.807  0.294
C -5.933 0.092 3.974  -1.052
C -6.686 -0.117 5.107  -0.432
C -6.213 -1.023 6.024  -0.625
C -5.024 -1.682 5.850  -0.478
C -2.798 -2.602 1.227  0.366
O -3.804 -2.627 1.910  -0.542
C -2.925 -2.476 -0.272  -0.738
C -2.062 -3.141 -1.015  -0.897
C -0.987 -3.970 -0.384  0.026
O -0.611 -5.012 -0.891  -0.577
H -1.996 1.589 3.132  0.237
H -1.121 3.133 3.429  0.109
H -2.209 2.542 4.641  0.333
H -0.690 0.851 5.364  0.309
H 0.361 2.228 4.957  0.662
H 1.065 1.405 2.925  0.624
H -0.218 0.232 2.752  0.129
H 2.300 -0.450 3.352  -0.788
H 1.899 0.036 4.984  0.678
H 2.957 -2.520 3.835  0.750
H 3.061 -4.043 2.990  0.336
H 3.346 -2.074 0.930  0.275
H 4.956 -1.271 3.427  0.313
H 5.447 -0.955 1.788  0.342
H 3.967 -0.203 2.327  0.412
H 5.949 -2.975 1.582  0.453
H 4.908 -4.299 2.095  0.268
H 4.869 -3.693 0.423  0.021
H 1.435 -4.064 -0.682  0.553
H 2.827 -3.925 0.354  0.095
H 1.296 -6.309 -0.352  0.676
H 1.687 -5.687 2.658  -0.104
H 1.403 -7.294 1.990  0.536
H 0.111 -6.083 1.804  0.275
H 3.565 -5.775 1.223  0.462
H -2.222 -0.512 3.284  -0.499
H -1.195 -0.925 4.616  0.324
H -2.598 -2.442 5.594  0.581
H -3.066 -3.139 4.062  0.386
H -4.174 -0.382 2.907  0.175
H -6.231 0.791 3.197  0.376
H -7.616 0.424 5.245  0.398
H -6.840 -1.193 6.896  0.350
H -4.730 -2.381 6.630  0.354
H -3.718 -1.851 -0.671  0.497
H -2.110 -3.053 -2.098  0.459
O 2.898 -6.189 5.502  -0.485
C 1.990 -6.900 5.773  0.628
O 1.245 -7.575 4.860  -0.244
C 0.345 -8.419 5.582  -0.443
C 0.263 -7.723 6.917  0.292
F 0.076 -8.606 7.929  -0.291
O 1.548 -7.143 7.042  -0.322
H 0.771 -9.420 5.663  0.281
H -0.617 -8.484 5.081  0.293
H -0.496 -6.941 6.974  0.282
O -2.430 -0.503 -3.272  -0.575
C -1.858 -0.982 -4.198  0.722
O -0.528 -0.875 -4.407  -0.273
C -0.202 -1.695 -5.538  0.239
C -1.523 -1.772 -6.253  0.671
F -1.675 -2.958 -6.892  -0.298
O -2.462 -1.701 -5.183  -0.407
H 0.139 -2.673 -5.191  0.267
H 0.581 -1.240 -6.140  -0.446
H -1.703 -0.960 -6.948  0.088
O 1.974 0.040 -7.031  -0.555
C 2.631 -0.760 -7.612  0.555
O 3.137 -0.583 -8.854  -0.326
C 3.974 -1.708 -9.140  -0.497
C 3.418 -2.757 -8.212  0.340
F 4.380 -3.608 -7.787  -0.283
O 2.965 -1.984 -7.113  -0.122
H 5.011 -1.459 -8.906  0.304
H 3.905 -1.991 -10.187  0.288
H 2.584 -3.329 -8.623  0.300
O 5.086 -2.100 -3.767  -0.529
C 4.664 -3.166 -3.473  0.588
O 4.739 -3.712 -2.232  -0.338
C 3.998 -4.939 -2.254  0.176
C 4.021 -5.289 -3.719  0.238
F 2.893 -5.944 -4.095  -0.289
O 4.042 -4.017 -4.344  -0.277
H 2.989 -4.760 -1.888  -0.323
H 4.468 -5.694 -1.631  0.360
H 4.895 -5.863 -4.034  0.239
O -0.297 4.881 5.068  -0.497
C -0.902 5.743 4.522  0.531
O -0.942 5.929 3.181  -0.239
C -1.898 6.970 2.921  0.754
C -1.916 7.706 4.232  0.277
F -3.140 8.235 4.475  -0.287
O -1.659 6.677 5.170  -0.331
H -2.868 6.529 2.687  0.103
H -1.590 7.592 2.084  -0.540
H -1.159 8.487 4.327  0.291
O -1.116 9.007 0.485  -0.565
C -0.508 8.246 -0.197  0.572
O -0.335 8.386 -1.529  -0.317
C 0.550 7.347 -1.959  -0.481
C 0.369 6.314 -0.878  0.711
F 1.510 5.615 -0.660  -0.342
O 0.090 7.113 0.263  -0.315
H 1.571 7.731 -1.996  0.325
H 0.274 6.979 -2.944  0.235
H -0.456 5.620 -1.048  0.245
O -1.565 -0.625 -9.055  -0.527
C -2.704 -0.346 -9.243  0.724
O -3.742 -1.188 -9.025  -0.281
C -4.948 -0.445 -9.231  -0.405
C -4.477 0.671 -10.129  0.285
F -5.172 1.812 -9.912  -0.285
O -3.136 0.859 -9.708  -0.280
H -5.316 -0.075 -8.273  0.282
H -5.715 -1.062 -9.690  0.262
H -4.494 0.434 -11.194  0.296
O 7.544 -0.027 0.951  -0.489
C 7.397 1.028 1.465  0.637
O 7.870 2.199 0.966  -0.325
C 7.372 3.251 1.794  -0.420
C 7.092 2.528 3.086  0.311
F 6.040 3.075 3.743  -0.272
O 6.734 1.230 2.646  -0.237
H 6.467 3.668 1.351  0.277
H 8.109 4.043 1.905  0.268
H 7.947 2.460 3.761  0.232
O -1.263 5.564 -2.683  -0.607
C -1.607 4.696 -3.415  0.508
O -0.971 3.507 -3.544  -0.307
C -1.760 2.688 -4.413  -0.167
C -2.540 3.717 -5.189  0.401
F -3.767 3.254 -5.536  -0.298
O -2.689 4.765 -4.246  -0.314
H -2.401 2.038 -3.815  0.064
H -1.128 2.071 -5.048  0.243
H -2.032 4.096 -6.078  0.318
O -4.782 6.882 0.843  -0.523
C -4.841 8.050 1.033  0.657
O -4.705 8.636 2.250  -0.235
C -4.696 10.051 2.043  -0.369
C -5.414 10.181 0.724  0.271
F -4.956 11.236 0.008  -0.291
O -5.059 8.983 0.061  -0.281
H -3.665 10.404 1.988  0.256
H -5.204 10.567 2.854  0.276
H -6.501 10.244 0.806  0.279

Results
Energy, eV: -159043.180
M, g/mol: 1509.123
HOMO, eV: -8.58
Orbital gap, eV: 8.1
F_max, eV/Å: 2.13
Multiplicity: 1
SMILES string: CCCCOc1c(CC(C)C)c(C[C@H](C)O)c2c(c1CCc1ccccc1)C(=O)C=CC2=O.O=C1OC[C@@H](F)O1.O=C1OC[C@@H](F)O1.O=C1OC[C@@H](F)O1.O=C1OC[C@@H](F)O1.O=C1OC[C@@H](F)O1.O=C1OC[C@@H](F)O1.O=C1OC[C@@H](F)O1.O=C1OC[C@@H](F)O1.O=C1OC[C@@H](F)O1.O=C1OC[C@@H](F)O1

Record 2
This record from OMol25 describes a structure of composition C28H28N15O3Ti. The level of theory is ωB97M-V with the def2-TZVPD basis set.

Each line ends with the Mulliken charge.
CARTESIAN COORDINATES (ANGSTROEM)
Ti -0.111 -1.311 -0.594  -0.973
C -3.518 0.651 1.424  -2.021
C -2.338 -0.269 1.388  0.434
N -1.713 -0.564 0.193  2.241
N -2.269 -0.035 -0.951  -1.370
C -2.081 -0.821 -1.990  0.537
O -1.440 -1.948 -1.912  -0.695
C -2.543 -0.353 -3.318  0.435
C -2.333 -1.160 -4.432  -0.273
C -2.743 -0.739 -5.687  -0.705
C -3.357 0.496 -5.844  -0.328
C -3.562 1.307 -4.734  -0.770
C -3.158 0.888 -3.478  -0.285
C -1.819 -0.879 2.518  0.627
C -2.304 -0.614 3.851  -1.635
C -1.764 -1.276 4.916  -0.510
C -0.729 -2.213 4.724  -1.445
C -0.283 -2.376 3.421  0.530
N -0.742 -1.726 2.362  0.449
H -3.967 0.730 0.436  0.461
H -3.260 1.673 1.738  0.229
H -4.281 0.283 2.113  0.427
H -1.838 -2.111 -4.290  0.483
H -2.576 -1.374 -6.548  0.384
H -3.671 0.827 -6.826  0.385
H -4.036 2.274 -4.851  0.386
H -3.301 1.511 -2.607  0.419
H -3.097 0.107 4.002  0.356
H -2.144 -1.081 5.915  0.386
H -0.317 -2.797 5.535  0.419
H 0.530 -3.073 3.215  0.372
N 2.028 -4.021 0.437  -0.029
C 2.611 -2.841 0.067  0.167
N 3.921 -2.670 -0.026  -0.598
N 4.051 -1.370 -0.369  -0.928
N 2.912 -0.804 -0.474  -0.471
N 1.934 -1.720 -0.188  1.139
C 0.667 -4.235 0.349  0.020
N 0.105 -5.387 0.651  -0.636
N -1.220 -5.141 0.496  -0.706
N -1.426 -3.935 0.133  -0.502
N -0.223 -3.299 0.017  1.511
H 2.616 -4.835 0.462  0.273
N 2.282 2.090 4.000  -0.102
C 0.821 1.686 3.966  -0.876
C 0.561 1.218 2.545  0.950
N 1.437 0.146 2.159  0.615
C 2.832 0.417 2.307  -0.809
C 3.178 0.911 3.712  -0.892
H 2.532 2.547 4.873  0.350
H 2.410 2.768 3.239  0.379
H 0.235 2.560 4.249  0.363
H 0.693 0.886 4.699  0.362
H 0.699 2.061 1.862  -0.024
H -0.474 0.900 2.448  -0.928
H 1.111 -0.759 2.469  -0.106
H 3.129 1.184 1.578  0.265
H 3.426 -0.467 2.077  0.469
H 4.211 1.240 3.821  0.419
H 2.937 0.161 4.466  0.382
O 0.630 -0.637 -2.321  -0.681
C 0.790 0.578 -2.064  1.671
N 0.608 1.054 -0.836  0.241
C 0.962 2.387 -0.854  -0.138
O 1.037 3.168 0.084  -0.839
C 1.310 2.776 -2.282  -0.155
C 1.685 3.976 -2.843  -0.346
C 1.935 3.980 -4.217  -0.498
C 1.814 2.822 -4.979  -0.672
C 1.441 1.609 -4.397  -0.355
C 1.198 1.627 -3.043  -0.028
H 1.774 4.872 -2.243  0.471
H 2.228 4.903 -4.702  0.379
H 2.012 2.865 -6.043  0.417
H 1.341 0.702 -4.977  0.529

Results
Energy, eV: -81101.378
Total charge: -1
M, g/mol: 670.501
HOMO (spin up / spin down), eV: -2.45 / -2.44
Orbital gap (spin up / spin down), eV: 3.7 / 3.7
F_max, eV/Å: 2.68
Multiplicity: 1

Record 3
This record from OMol25 describes a cluster of 2 separate species, C4H8O2 in total. The level of theory is ωB97M-V with the def2-TZVPD basis set.

Each line ends with the natural charge from an NBO analysis.
CARTESIAN COORDINATES (ANGSTROEM)
C -0.973 0.306 -0.770  -0.753
C -0.254 0.694 0.447  0.151
O -0.173 1.974 1.002  -0.704
C -0.085 -0.478 1.393  -0.463
C 0.871 -0.212 0.304  0.109
O 0.866 -1.623 -1.176  -0.880
H -2.036 0.070 -0.688  0.207
H -0.033 -1.144 -1.274  0.498
H -0.692 0.890 -1.650  0.194
H -0.390 2.588 0.289  0.480
H 0.326 -0.269 2.382  0.229
H -0.785 -1.308 1.362  0.232
H 1.953 -0.196 0.292  0.223
H 1.404 -1.291 -1.915  0.478

Results
Energy, eV: -8367.006
M, g/mol: 88.106
HOMO, eV: -7.65
Orbital gap, eV: 7.9
F_max, eV/Å: 0.38
Multiplicity: 1

Record 4
This record from OMol25 describes a structure of composition C14H23CsF4N4. The level of theory is ωB97M-V with the def2-TZVPD basis set.

Each line ends with the natural charge from an NBO analysis.
CARTESIAN COORDINATES (ANGSTROEM)
Cs -0.030 0.258 0.958  0.955
C -2.907 -2.485 0.411  -0.406
N -2.672 -1.132 -0.052  -0.470
C -2.735 -1.052 -1.501  -0.428
C -3.607 -0.220 0.612  -0.217
C -3.633 1.197 0.066  -0.243
N -2.315 1.786 0.053  -0.757
C -2.218 3.050 -0.344  0.106
C -0.925 3.625 -0.442  0.261
F 0.121 2.796 -0.139  -0.374
C -0.653 4.914 -0.811  0.343
F 0.634 5.318 -0.855  -0.325
C -1.663 5.797 -1.152  -0.442
C -2.944 5.281 -1.095  0.360
F -3.975 6.086 -1.424  -0.320
C -3.230 3.987 -0.718  0.200
F -4.545 3.640 -0.713  -0.332
H -3.931 -2.833 0.195  0.170
H -2.760 -2.544 1.491  0.196
H -2.215 -3.175 -0.075  0.182
H -3.742 -1.256 -1.899  0.171
H -2.056 -1.791 -1.932  0.183
H -2.429 -0.058 -1.824  0.226
H -3.337 -0.201 1.675  0.180
H -4.634 -0.622 0.548  0.168
H -4.355 1.741 0.688  0.190
H -4.093 1.179 -0.934  0.170
H -1.459 6.813 -1.448  0.238
N 3.330 0.280 0.127  -0.864
C 4.050 -0.698 0.946  -0.215
C 3.259 -1.992 1.083  -0.405
C 3.036 -2.724 -0.237  -0.406
C 1.924 -3.760 -0.129  -0.212
N 0.631 -3.085 0.023  -0.860
H 3.411 0.060 -0.858  0.358
H 3.717 1.208 0.244  0.371
H 4.190 -0.263 1.937  0.194
H 5.050 -0.926 0.555  0.168
H 2.284 -1.778 1.530  0.199
H 3.782 -2.659 1.774  0.205
H 3.962 -3.202 -0.568  0.209
H 2.749 -2.017 -1.024  0.187
H 2.085 -4.381 0.755  0.188
H 1.951 -4.427 -0.999  0.175
H -0.081 -3.735 0.329  0.366
H 0.322 -2.712 -0.869  0.355

Results
Energy, eV: -32268.623
M, g/mol: 456.263
HOMO, eV: -6.12
Orbital gap, eV: 5.9
F_max, eV/Å: 0.43
Multiplicity: 1

Record 5
This record from OMol25 describes a cluster of 4 separate species, C4H14NO3 in total. The level of theory is ωB97M-V with the def2-TZVPD basis set.

Each line ends with the natural charge from an NBO analysis.
CARTESIAN COORDINATES (ANGSTROEM)
C 0.590 4.489 0.000  -0.682
C 0.297 3.064 0.283  -0.085
C -0.687 2.400 -0.276  -0.134
N -0.730 0.991 -0.224  -0.440
C -1.912 0.385 -0.305  0.126
H 1.247 4.552 -0.835  0.264
H -0.073 5.124 -0.675  0.250
H 0.856 4.954 0.894  0.244
H 0.862 2.684 1.100  0.227
H -1.187 2.945 -1.277  0.240
H 0.324 0.564 -0.082  0.520
H -1.918 -0.688 -0.252  0.226
H -2.817 0.902 -0.218  0.227
H 3.008 -0.382 0.992  0.496
H 1.924 -0.665 1.830  0.479
O 1.996 -0.209 1.044  -0.959
H -1.084 -5.544 -2.278  0.455
H -0.595 -6.638 -1.534  0.466
O -1.350 -5.942 -1.521  -0.921
H -0.373 -4.337 0.955  0.483
H 1.114 -4.678 1.149  0.473
O 0.509 -3.972 1.229  -0.956

Results
Energy, eV: -11997.745
Total charge: +1
M, g/mol: 124.160
HOMO, eV: -13.91
Orbital gap, eV: 8.8
F_max, eV/Å: 5.27
Multiplicity: 1

Record 6
This record from OMol25 describes a cluster of 2 separate species, C3H11NOS2 in total. The level of theory is ωB97M-V with the def2-TZVPD basis set.

Each line ends with the natural charge from an NBO analysis.
CARTESIAN COORDINATES (ANGSTROEM)
N -1.999 -0.081 1.344  -0.855
C -2.185 0.626 0.045  -0.234
C -0.922 1.360 -0.482  -0.582
S -0.131 0.713 -1.963  -0.179
S 1.093 -0.898 -1.257  -0.308
C 2.704 -0.051 -1.376  -0.778
H -1.790 0.606 2.048  0.333
H -1.238 -0.729 1.166  0.395
H -2.375 -0.204 -0.640  0.195
H -3.019 1.320 0.079  0.167
H -1.248 2.390 -0.661  0.200
H -0.165 1.362 0.308  0.208
H 3.100 0.083 -2.385  0.191
H 2.651 0.976 -1.003  0.194
H 3.368 -0.633 -0.749  0.212
H 0.992 -2.552 1.154  0.424
H 0.734 -2.284 2.618  0.447
O 0.431 -2.005 1.753  -1.031

Results
Energy, eV: -28496.634
Total charge: -1
M, g/mol: 141.261
HOMO (spin up / spin down), eV: 0.35 / -4.23
Orbital gap (spin up / spin down), eV: 3.3 / 7.9
F_max, eV/Å: 2.15
Multiplicity: 2

Record 7
This record from OMol25 describes a structure of composition C13H17IN6O2OsS. The level of theory is ωB97M-V with the def2-TZVPD basis set.

Each line ends with the natural charge from an NBO analysis.
CARTESIAN COORDINATES (ANGSTROEM)
Os 0.725 -0.213 0.369  1.189
N -0.668 -0.573 4.186  -0.796
C -0.092 -0.623 2.957  0.216
S -0.192 0.903 2.164  -0.043
N 0.480 -1.729 2.550  -0.392
N 1.121 -1.752 1.300  -0.235
C 0.284 -2.062 0.368  -0.184
C 0.678 -1.947 -1.032  0.194
C 0.281 -2.907 -1.951  -0.229
C 0.715 -2.760 -3.266  -0.150
C 1.499 -1.659 -3.606  -0.269
C 1.819 -0.745 -2.613  0.080
N 1.428 -0.866 -1.332  -0.374
H -0.715 0.408 4.438  0.375
H -0.140 -1.139 4.831  0.386
H -0.743 -2.402 0.582  0.213
H -0.319 -3.755 -1.647  0.233
H 0.450 -3.498 -4.017  0.222
H 1.853 -1.514 -4.620  0.231
H 2.420 0.135 -2.824  0.213
O 2.447 -0.324 0.193  -0.546
I 3.775 4.977 1.503  0.220
C 2.282 3.697 1.097  -0.331
C 0.961 4.005 0.908  -0.038
N 0.341 2.813 0.661  -0.321
N 1.178 1.759 0.679  -0.267
C 2.369 2.307 0.947  -0.008
H 0.411 4.935 0.924  0.240
H -0.641 2.642 0.473  0.452
H 3.237 1.664 1.019  0.260
C -2.542 -0.810 -1.456  -0.628
C -1.915 -0.087 -0.266  0.074
C -2.893 0.903 0.362  -0.638
O -0.768 0.593 -0.686  -0.769
H -3.444 -1.371 -1.133  0.205
H -1.813 -1.531 -1.885  0.209
H -2.831 -0.083 -2.245  0.213
H -1.632 -0.842 0.499  0.164
H -3.191 1.676 -0.378  0.203
H -2.414 1.404 1.230  0.213
H -3.802 0.372 0.717  0.214

Results
Energy, eV: -48185.506
M, g/mol: 638.520
HOMO (spin up / spin down), eV: -7.34 / -7.56
Orbital gap (spin up / spin down), eV: 7.1 / 7.1
F_max, eV/Å: 14.34
Multiplicity: 1

multiplicity of number 4 (C14H23CsF4N4)? 1

Which value of F_max does entry 4 give? 0.43 eV/Å

Among the records above, which one has the lowest energy? C59H66F10O34

Number 4 is which compound? C14H23CsF4N4